[1]
DFT (ωB97M-V/def2-TZVPD) results for a molecular structure, C12H22F6N2O3S2SbTi.

Summary:
Highest occupied orbital energy (spin up / spin down)   -7.509 / -8.074 eV
Orbital gap (spin up / spin down)   6.62 / 7.18 eV
2S+1   2

XYZ file:
```
49
Properties=species:S:1:pos:R:3:forces:R:3
Sb -3.5685 -1.5316 -0.5738 0.3 -0.4 0.3
Ti -0.5888 -1.1753 -0.1648 1.3 -0.1 -0.1
S 2.6723 -0.9278 2.7529 0.2 0.2 0.0
S 2.8983 -3.4184 0.6466 0.2 0.0 -0.2
F -4.4195 0.2209 -0.2690 -0.4 -0.3 -0.2
F -4.3975 -3.2636 -0.8498 -0.4 0.5 -0.1
F -0.4370 -1.7147 -1.9321 -0.3 0.2 0.2
F -0.8821 -0.4658 1.5110 -0.3 0.0 -0.3
F -3.8421 -1.8315 1.2674 0.1 0.1 0.0
F -0.8829 -2.8908 0.3698 -0.3 0.0 0.1
O 1.3423 -0.4159 -0.3697 -0.2 0.2 0.1
O 0.3917 1.8075 0.8242 -0.1 -0.1 0.0
O -1.1484 0.7147 -1.1004 -0.1 0.0 0.0
N 2.9093 0.6781 -1.5233 0.1 0.0 0.0
N -2.4862 2.5096 -1.2732 -0.2 0.0 0.1
C 1.8654 0.6576 -0.6987 0.0 -0.1 0.0
C -0.8586 2.3860 0.5783 0.0 0.2 0.0
C 3.6693 1.8913 -1.7845 0.0 0.0 -0.1
C -3.2242 3.5720 -0.5978 0.1 0.0 -0.1
C 1.6410 -2.1620 2.7553 0.1 -0.8 -0.4
C 1.8571 -3.4172 1.8715 -0.2 0.8 0.5
C -1.5417 1.8051 -0.6545 0.3 0.0 0.1
C 0.4392 -2.1847 3.6429 -0.3 -0.1 0.0
C 3.4374 -0.5840 -2.0415 0.0 0.1 0.0
C 1.0048 -4.6026 2.1874 0.0 -0.1 0.2
C 1.3783 1.9918 -0.1448 0.1 0.1 0.0
C -3.1514 1.9505 -2.4486 0.1 0.0 0.0
H -0.4377 -2.5496 3.1033 0.0 0.0 0.0
H -4.0997 1.5025 -2.1555 0.0 0.0 0.0
H -0.7657 3.4716 0.4706 0.0 0.0 0.0
H 4.2665 2.1899 -0.9203 0.0 0.0 0.0
H -3.6872 4.2020 -1.3543 0.0 0.0 0.0
H -2.5147 1.1964 -2.8998 0.0 0.0 0.0
H 3.7123 -0.4425 -3.0858 0.0 0.0 0.0
H -1.4743 2.1810 1.4552 0.0 -0.1 0.0
H 4.3447 1.6958 -2.6129 0.0 0.0 0.0
H 1.0561 2.6277 -0.9778 -0.1 0.0 0.0
H 1.3566 -5.4803 1.6553 0.0 0.0 0.0
H 3.0192 2.7153 -2.0766 0.0 0.0 0.0
H 0.2279 -1.1942 4.0305 0.0 0.0 0.0
H 2.2353 2.4873 0.3236 0.0 0.0 0.0
H -4.0050 3.1423 0.0325 0.0 0.0 0.0
H 4.3159 -0.8915 -1.4727 0.0 0.0 0.0
H -3.3262 2.7586 -3.1580 0.0 0.0 0.0
H -2.5711 4.1989 0.0022 0.0 0.0 0.0
H 2.6733 -1.3486 -1.9634 0.0 0.0 0.0
H 0.9985 -4.8052 3.2620 0.0 0.0 -0.1
H 0.6187 -2.8621 4.4841 0.0 0.0 0.0
H -0.0209 -4.3946 1.8771 0.0 0.0 0.0
```
Forces are in eV/Å.

Results of the Mulliken charge analysis, in e, for atoms 1 through 8:
1. Sb 1.55
2. Ti 1.32
3. S -0.20
4. S -0.21
5. F -0.60
6. F -0.56
7. F -0.55
8. F -0.67

***

[2]
DFT (ωB97M-V/def2-TZVPD) results for a molecular structure, C12H22N2O3S.

Summary:
Highest occupied orbital energy   -8.778 eV
Orbital gap   9.40 eV

XYZ file:
```
40
Properties=species:S:1:pos:R:3:forces:R:3
S 0.4211 2.7552 1.1532 0.2 0.5 0.0
O 1.7537 -0.5438 -0.5897 -0.6 0.9 0.6
O -0.6044 4.7369 -2.2172 0.0 0.1 0.2
O -1.8360 -1.6400 1.3634 -1.6 1.5 1.1
N -0.1493 -0.1132 0.6119 1.5 1.2 -0.7
N -1.5933 -3.0178 1.1205 -0.2 -3.2 1.7
C 1.6309 1.6426 0.3368 -0.6 0.1 2.1
C 0.9437 -3.4731 0.3213 -1.3 1.0 -0.3
C 1.0935 0.2594 0.0707 -0.8 -2.5 -0.3
C -0.5880 3.3948 -0.2232 -0.7 -0.6 -0.4
C -2.0753 -3.1803 -0.2621 0.4 0.7 -1.6
C 0.3629 -2.5983 2.5559 0.2 1.0 0.1
C -0.1428 -2.6808 1.1143 1.9 0.1 -0.7
C -0.0019 4.5895 -0.9278 0.3 0.7 0.2
C -0.7627 -1.3778 0.4936 1.3 -1.3 -0.9
C -1.4532 -1.8834 -0.8074 1.1 0.4 -1.5
C -1.6425 -4.4599 -1.0456 -0.3 -0.2 0.9
C -3.5755 -3.0758 -0.2643 -0.7 -0.8 0.2
H -2.3850 -4.7280 -1.8158 0.1 0.4 0.4
H 2.0363 2.0297 -0.5554 0.3 0.5 -1.2
H -0.7913 -2.0702 -1.6596 0.2 0.1 0.3
H -3.9590 -2.8720 -1.2659 0.2 0.1 0.0
H -0.0890 5.4916 -0.2889 -0.2 -0.2 -0.4
H -0.6915 -4.3542 -1.5605 0.1 0.0 0.2
H 1.9464 -3.2340 0.6531 0.0 0.1 0.3
H 2.4950 1.5852 1.0535 -0.9 -0.2 -0.6
H 0.8973 -3.1894 -0.7229 0.1 -0.1 -0.2
H -2.1958 -1.1954 -1.2033 -0.1 0.4 0.4
H 1.0522 4.3947 -1.0100 0.7 0.0 -0.3
H -0.6306 0.5705 1.1491 -0.3 0.6 0.4
H -0.0487 5.2515 -2.8273 -0.2 -0.3 0.7
H 0.7696 -4.5197 0.4066 0.0 -1.0 0.1
H 0.4818 -3.5987 2.9763 0.1 0.0 -0.2
H -3.8854 -2.2776 0.4078 -0.2 -0.1 0.0
H 1.3494 -2.0848 2.5580 -0.5 -0.4 0.0
H -1.6009 -5.3227 -0.3470 0.1 0.4 -0.4
H -4.0207 -4.0466 0.0236 0.1 0.5 0.2
H -1.6243 3.5969 0.1146 0.7 -0.2 0.1
H -0.2822 -2.0354 3.2382 -0.1 -0.1 -0.3
H -0.6529 2.6016 -0.9687 -0.2 -0.1 0.0
```
Forces are in eV/Å.

Results of the Mulliken charge analysis, in e, for atoms 1 through 8:
1. S -0.23
2. O -0.63
3. O -0.53
4. O -0.55
5. N 0.13
6. N -0.47
7. C -0.73
8. C -1.73

***

[3]
DFT (ωB97M-V/def2-TZVPD) results for 3 unconnected molecules or ions with the total composition C12H22N2O5.

Summary:
Highest occupied orbital energy   -9.606 eV
Orbital gap   9.22 eV

XYZ file:
```
41
Properties=species:S:1:pos:R:3:forces:R:3
O -3.2343 -1.6141 -1.0362 -0.6 -0.2 0.3
O -1.0508 -1.7369 -1.5449 -0.4 0.4 -0.6
O 0.6078 -1.0705 -2.9101 0.6 0.0 -0.1
O -0.5406 2.2566 1.5795 0.1 0.0 0.1
O 1.0625 -2.7709 0.2896 0.0 0.0 0.0
N 2.6301 1.6622 -2.3307 -0.1 0.1 0.1
N -4.1222 1.2413 -0.5382 0.0 0.1 -0.1
C 2.6998 -4.1868 -0.8374 0.0 0.1 0.0
C -1.8466 0.4100 -1.0568 0.1 0.2 0.0
C -2.2181 -1.0377 -1.1700 0.6 0.0 0.2
C 1.7195 1.4621 -1.4752 0.1 -0.1 0.0
C 0.2446 1.7651 -1.7006 -0.1 0.1 -0.1
C 0.0228 1.6190 2.7302 0.0 0.0 0.0
C -0.2138 -0.7848 -2.1072 -0.2 -0.2 0.3
C 2.0812 0.8903 -0.1279 0.0 -0.2 0.0
C 1.8799 -3.9285 0.4120 0.0 0.0 0.0
C -2.6909 1.4834 -0.4226 0.0 0.0 -0.1
C -0.6258 0.5466 -1.5915 -0.2 0.1 0.2
C -0.9862 1.4752 3.8515 -0.1 0.0 -0.1
H -0.8329 3.1350 1.8454 0.0 0.0 0.0
H -1.8496 0.9004 3.5149 0.0 0.0 0.0
H -1.3391 2.4540 4.1854 0.0 0.0 0.0
H 0.9010 2.1782 3.0679 0.0 0.0 0.0
H 3.3263 -3.3241 -1.0661 0.0 0.0 0.0
H 0.1252 2.2284 -2.6893 0.0 -0.1 0.2
H -0.5442 0.9662 4.7086 0.0 0.0 0.0
H 2.2973 1.6950 0.5835 -0.1 -0.1 -0.1
H -2.4198 1.5382 0.6393 -0.1 -0.1 -0.3
H -2.3795 2.4395 -0.8722 0.0 -0.1 0.2
H 2.2533 2.0421 -3.2003 0.0 0.0 0.1
H 3.3401 -5.0610 -0.7095 0.0 0.0 0.0
H 1.2643 -4.8024 0.6520 0.0 0.0 0.0
H 2.0489 -4.3653 -1.6962 0.0 0.0 0.0
H 2.9588 0.2476 -0.2258 -0.1 0.2 0.0
H -0.0871 2.4732 -0.9300 0.1 -0.1 -0.2
H 2.5309 -3.7387 1.2657 0.0 0.0 0.0
H 1.2639 0.2880 0.2844 0.1 0.1 -0.1
H 0.4552 -2.9108 -0.4459 -0.1 0.0 0.0
H -4.4675 1.4966 -1.4566 0.0 -0.1 0.1
H -4.6270 1.7963 0.1406 0.0 0.0 0.0
H 0.3624 0.6416 2.3909 0.0 0.0 0.0
```
Forces are in eV/Å.

Results of the Mulliken charge analysis, in e, for atoms 1 through 8:
1. O -0.50
2. O -0.38
3. O -0.54
4. O -0.38
5. O -0.41
6. N -0.78
7. N -0.59
8. C -1.04

***

[4]
DFT (ωB97M-V/def2-TZVPD) results for a molecular structure, C12H23AuNO4P2.

Summary:
Highest occupied orbital energy   -11.206 eV
Orbital gap   6.72 eV
Charge   +1

XYZ file:
```
43
Properties=species:S:1:pos:R:3:forces:R:3
Au 0.1971 0.4396 -0.0559 -0.1 -1.6 0.7
P -0.8213 -1.6093 -1.0014 -0.2 0.2 -0.8
P 2.1645 -0.6591 -0.2412 0.4 -0.6 0.2
O 1.0487 1.2736 2.7399 0.6 0.8 0.3
O 0.1229 3.2874 -0.0535 1.1 0.7 0.1
O -0.3390 -0.5031 2.6119 0.4 0.5 -0.2
O -3.1817 0.3489 -0.7755 -0.2 0.1 -0.2
N -1.3906 1.6378 -0.2720 0.6 0.4 0.5
C 1.8690 -2.1393 -1.2968 0.2 0.2 -0.1
C 3.4021 0.3286 -1.1046 -0.1 0.1 0.1
C -1.3742 -1.5268 -2.7305 0.0 -0.3 0.1
C 0.3092 0.3999 2.1521 -0.5 -0.4 -0.9
C 2.9226 -1.2613 1.2884 0.1 0.0 -0.1
C -2.2275 3.8155 -0.5365 0.1 0.3 0.0
C -3.3279 2.8001 -0.8190 -0.3 -0.1 -0.1
C -2.6722 1.4421 -0.6314 -0.6 0.0 0.0
C -1.0120 2.9662 -0.2530 -1.1 -0.2 -0.1
C 0.5664 -2.8164 -0.9094 -0.2 -0.1 0.2
C 1.1073 1.2856 4.1886 -0.1 -0.1 0.3
C -2.1949 -2.3018 -0.0529 0.1 -0.1 0.1
H -3.0440 -1.6356 -0.1875 0.1 -0.1 0.1
H 0.1925 1.7262 4.5817 0.0 0.0 0.0
H -0.5813 -1.1275 -3.3626 0.0 0.0 0.0
H -2.4256 4.4463 0.3305 0.0 0.0 0.0
H -2.4412 -3.3004 -0.4209 0.1 0.0 0.0
H 1.9651 1.9033 4.4390 -0.1 0.0 0.0
H -2.2280 -0.8504 -2.7531 0.0 0.0 0.0
H -1.6794 -2.5058 -3.1095 0.0 0.0 0.1
H 2.2106 -1.8945 1.8165 0.0 0.0 0.0
H 2.9973 0.6900 -2.0493 0.0 0.0 0.0
H -3.7177 2.8593 -1.8360 0.0 0.0 0.0
H -2.0206 4.4750 -1.3800 0.0 0.0 0.1
H 3.1638 -0.4011 1.9133 0.0 0.0 0.0
H 0.6243 -3.1655 0.1284 -0.1 0.0 -0.1
H -1.9318 -2.3493 1.0044 0.0 0.0 0.0
H 0.3556 -3.6941 -1.5306 0.0 0.1 0.0
H 2.7274 -2.8162 -1.2246 -0.1 0.1 0.0
H 4.2904 -0.2753 -1.2965 0.0 0.0 0.0
H -4.1796 2.8729 -0.1439 0.0 0.0 0.0
H 1.2271 0.2719 4.5695 0.0 0.1 0.0
H 3.8331 -1.8310 1.0887 -0.1 0.1 -0.1
H 1.8218 -1.7939 -2.3361 0.1 0.0 0.1
H 3.6716 1.1875 -0.4886 0.0 0.0 0.0
```
Forces are in eV/Å.

Results of the Mulliken charge analysis, in e, for atoms 1 through 8:
1. Au 0.53
2. P 0.51
3. P 0.82
4. O -0.27
5. O -0.58
6. O -0.47
7. O -0.64
8. N -0.13